No. 1
DFT (ωB97M-V with the def2-TZVPD basis set) results for a molecular structure, H26K3O17P at a distorted geometry.

Cartesian coordinates (Å):
K: 11.31503 -18.31810 -3.01993
K: 6.87670 -15.92193 -2.65576
K: 12.51594 -15.06626 -0.02703
P: 9.51369 -16.59710 -0.72352
O: 8.86068 -17.57034 -1.72802
O: 8.45138 -16.38495 0.43997
O: 9.94191 -15.27055 -1.45427
O: 10.82415 -17.12922 -0.21654
O: 6.25963 -15.91480 2.38889
H: 6.59130 -15.98515 3.28404
H: 7.04401 -15.92958 1.84048
O: 8.05637 -18.11931 2.42332
H: 8.30800 -17.43965 1.79804
H: 8.30289 -18.94035 1.99746
O: 12.39417 -15.61666 -2.71651
H: 12.17269 -14.94216 -3.35856
H: 11.58274 -15.76002 -2.22942
O: 9.45483 -14.60869 2.11931
H: 9.32598 -15.37490 1.56023
H: 8.69878 -14.05006 1.93885
O: 6.80398 -19.89745 -2.07883
H: 7.43276 -19.57174 -2.72286
H: 6.10686 -20.29242 -2.60250
O: 8.71148 -19.07346 -3.74029
H: 8.64497 -18.51490 -4.51477
H: 8.65394 -18.46739 -3.00164
O: 8.69973 -19.67440 -0.15245
H: 8.34635 -19.92941 -1.00469
H: 8.82146 -18.72715 -0.21681
O: 9.34905 -12.85186 -0.85211
H: 10.00948 -12.28410 -1.24926
H: 9.68024 -13.73908 -0.99131
O: 10.28733 -14.27195 -4.05286
H: 10.12919 -14.62087 -3.17565
H: 9.59297 -13.62607 -4.18300
O: 6.20136 -17.72615 -0.26901
H: 6.98575 -17.30388 0.08121
H: 6.53572 -18.40853 -0.85107
O: 11.49271 -19.57692 -0.03877
H: 10.70879 -20.12466 -0.07972
H: 11.15855 -18.68000 -0.02912
O: 6.99953 -14.26214 -0.20216
H: 7.61271 -13.56099 -0.42266
H: 7.55729 -15.00106 0.04104
O: 10.86174 -17.08600 2.33546
H: 10.87611 -17.33413 1.41109
H: 10.11812 -16.48816 2.41193

Properties
E in Ha: -3436.16518
LUMO level in eV: -1.17
2S+1: 1
HOMO energy in Eh: -0.3212
ΔE to the lowest compared entry with this formula, charge and spin in kcal/mol: 57.1
M in g mol⁻¹: 446.459

Atom charges from the natural (NBO) analysis, given in e for atoms 1 to 2: K 0.9712; K 0.9722

---

No. 2
DFT (ωB97M-V with the def2-TZVPD basis set) results for a gas-phase ion, C2H3N4S (charge +1) at a distorted geometry.

Cartesian coordinates (Å):
C: -0.59957 -0.59499 0.33256
C: 0.27083 0.70674 0.41401
N: -1.98083 -0.35970 0.13574
N: -3.09276 -0.45121 0.16259
N: 1.42489 -1.47423 -0.23333
N: 0.13102 -1.63912 -0.02455
S: 2.05168 -0.08076 0.19429
H: -0.08650 1.25146 -0.53127
H: 0.25059 1.25022 1.36383
H: -0.44056 -2.37396 -0.46512

Properties
E in Ha: -694.79294
LUMO level (alpha / beta) in eV: -6.19 / -6.02
2S+1: 1
HOMO energy (alpha / beta) in Eh: -0.4857 / -0.4914
Net charge: +1
ΔE to the lowest compared entry with this formula, charge and spin in kcal/mol: 44.1
M in g mol⁻¹: 115.141

Atom charges from the natural (NBO) analysis, given in e for atoms 1 to 2: C 0.1273; C -0.5462